Arrangement i

Below is the molecule C3H3NO3S, with properties calculated with wB97M-V/def2-TZVPD.

## Properties
LUMO level (eV): -0.7
SMILES string: O=C(O)/C=N\OC=S
Highest occupied orbital energy (eV): -9.8

Structure (ORCA input):
```
! RIJCOSX wB97M-V def2-TZVPD def2/J DEFGRID3
* xyz 0 1
O -3.026 -0.579 -0.004
C -1.827 -0.573 -0.012
O -1.106 -1.690 0.011
C -1.132 0.762 -0.024
N 0.097 1.083 -0.014
O 0.944 -0.031 0.062
C 2.255 0.320 0.024
S 3.409 -0.783 -0.023
H -0.156 -1.509 -0.009
H -1.831 1.596 -0.045
H 2.373 1.403 0.035
*
```

=====

Arrangement ii

Below is the molecule C3H3NO3S, with properties calculated with wB97M-V/def2-TZVPD.

## Properties
LUMO level (eV): -1.0
SMILES string: O=C1CS(=O)(=O)C=N1
Highest occupied orbital energy (eV): -10.6

Structure (ORCA input):
```
! RIJCOSX wB97M-V def2-TZVPD def2/J DEFGRID3
* xyz 0 1
O 2.610 -0.328 -0.145
C 1.464 -0.068 -0.005
C 0.320 -1.095 0.093
S -1.221 -0.005 0.072
O -1.775 -0.023 -1.269
O -2.121 -0.313 1.127
C -0.278 1.474 -0.021
N 0.955 1.316 -0.195
H 0.445 -1.882 -0.544
H 0.379 -1.474 1.223
H -0.780 2.397 -0.335
*
```

=====

Arrangement iii

Below is the molecule C3H3NO3S, with properties calculated with wB97M-V/def2-TZVPD.

## Properties
LUMO level (eV): -1.3
SMILES string: O=CO/N=C\C(O)=S
Highest occupied orbital energy (eV): -9.3

Structure (ORCA input):
```
! RIJCOSX wB97M-V def2-TZVPD def2/J DEFGRID3
* xyz 0 1
O 1.413 0.202 -1.593
C 1.306 -0.958 -1.161
O 0.237 -1.407 -0.646
N -1.031 -0.879 -0.821
C -1.380 -0.016 0.202
C -0.532 0.694 1.219
O 0.534 1.358 0.964
S -1.050 0.729 2.808
H 2.246 -1.604 -1.169
H -2.355 0.339 0.160
H 0.611 1.543 0.038
*
```

=====

Ranked by calculated energy, most stable first: arrangement i, arrangement ii, arrangement iii.